8
Properties=species:S:1:pos:R:3:mulliken_charge:R:1 method="wB97M-V/def2-TZVPD" orbital_gap_ev=10.1210 molar_mass_g_mol=43.07 total_charge=0 total_energy_ev=-3641.9307 fmax_ev_per_a=6.14
C -0.497 0.390 0.200 0.104
C 0.762 -0.366 0.134 -0.944
N -1.561 -0.234 -0.129 -0.552
H -0.424 1.286 0.746 0.349
H 1.482 -0.050 -1.360 0.137
H 0.923 -1.459 -0.094 0.330
H 1.673 0.026 0.591 0.331
H -2.357 0.407 -0.087 0.244



8
Properties=species:S:1:pos:R:3:mulliken_charge:R:1 method="wB97M-V/def2-TZVPD" orbital_gap_ev=10.6629 molar_mass_g_mol=43.07 smiles="C=NC" total_charge=0 total_energy_ev=-3643.1685 fmax_ev_per_a=4.88
C -1.075 0.624 -0.137 -0.136
N 0.217 0.490 -0.229 -0.459
C 0.882 -0.815 0.231 -0.654
H -1.846 1.370 -0.265 0.272
H -1.611 -0.272 0.337 0.157
H 1.939 -0.561 0.118 0.263
H 0.412 -1.716 -0.439 0.269
H 0.744 -1.107 1.284 0.289



9
Properties=species:S:1:pos:R:3:mulliken_charge:R:1 method="wB97M-V/def2-TZVPD" orbital_gap_ev="6.9553 / 7.9115" molar_mass_g_mol=57.08 total_charge=+1 total_energy_ev=-5122.7514 fmax_ev_per_a=4.23
C -1.991 0.516 -0.004 -0.185
C 2.164 -0.206 -0.143 -0.005
N 1.479 0.675 0.299 0.056
N -0.904 -0.074 -0.050 -0.314
H -2.016 1.501 -0.131 0.303
H -2.860 -0.018 0.296 0.227
H 1.837 -1.318 -0.324 0.328
H 3.333 -0.042 -0.111 0.349
H -1.042 -1.035 0.168 0.242